*i*
C6H16 | the ωB97M-V functional and the def2-TZVPD basis

Results
SMILES string ... CCC.CCC
Orbital gap ... 12.19 eV
HOMO level ... -0.4078 Eh

Geometry as ORCA input:
```
! wB97M-V def2-TZVPD RIJCOSX def2/J DEFGRID3
* xyz 0 1
C 1.23 0.18 2.21
C 0.71 1.23 1.23
C -0.24 2.17 2.03
H 0.40 -0.35 2.68
H 1.80 -0.63 1.74
H 1.89 0.57 2.97
H 1.53 1.72 0.73
H 0.14 0.64 0.52
H 0.20 2.40 2.99
H -0.41 3.03 1.38
H -1.18 1.63 2.12
C 0.62 -1.12 -1.36
C -0.60 -0.50 -2.03
C -1.66 -1.65 -2.23
H 0.42 -1.68 -0.45
H 1.21 -0.24 -1.08
H 1.18 -1.72 -2.07
H -1.11 0.27 -1.44
H -0.42 -0.20 -3.06
H -2.13 -1.87 -1.28
H -2.44 -1.36 -2.94
H -1.14 -2.50 -2.68
*
```

*ii*
C6H16 | the ωB97M-V functional and the def2-TZVPD basis

Results
SMILES string ... CCC.CCC
Orbital gap ... 12.05 eV
HOMO level ... -0.4007 Eh

Geometry as ORCA input:
```
! wB97M-V def2-TZVPD RIJCOSX def2/J DEFGRID3
* xyz 0 1
C -2.07 -0.87 0.71
C -2.15 0.08 -0.48
C -2.06 1.49 0.06
H -1.16 -0.66 1.26
H -2.88 -0.96 1.43
H -1.90 -1.92 0.43
H -3.15 0.04 -0.95
H -1.51 -0.30 -1.27
H -1.44 1.72 0.94
H -2.95 1.77 0.63
H -1.74 2.25 -0.66
C 2.87 -1.26 -0.42
C 1.60 -0.45 -0.25
C 1.74 0.97 0.29
H 3.03 -1.92 0.43
H 3.82 -0.73 -0.45
H 2.79 -2.01 -1.21
H 1.11 -0.42 -1.23
H 0.88 -0.94 0.38
H 0.84 1.23 0.85
H 2.62 0.96 0.96
H 2.01 1.84 -0.32
*
```

*iii*
C6H16 | the ωB97M-V functional and the def2-TZVPD basis

Results
SMILES string ... CCC.CCC
Orbital gap ... 12.29 eV
HOMO level ... -0.4103 Eh

Geometry as ORCA input:
```
! wB97M-V def2-TZVPD RIJCOSX def2/J DEFGRID3
* xyz 0 1
C 1.76 -1.65 -3.43
C 3.27 -1.68 -3.46
C 3.89 -2.89 -2.77
H 1.27 -0.98 -4.17
H 1.45 -1.34 -2.42
H 1.40 -2.68 -3.61
H 3.54 -1.70 -4.53
H 3.63 -0.71 -3.04
H 3.48 -3.79 -3.26
H 3.65 -2.94 -1.69
H 4.99 -2.89 -2.88
C -0.82 -3.99 -1.77
C -0.46 -5.40 -1.50
C -1.71 -6.27 -1.88
H -1.69 -3.60 -1.22
H -1.01 -3.88 -2.85
H 0.06 -3.38 -1.51
H 0.34 -5.80 -2.15
H -0.15 -5.55 -0.45
H -1.52 -7.35 -1.74
H -1.82 -6.07 -2.96
H -2.66 -6.02 -1.38
*
```

*iv*
C6H16 | the ωB97M-V functional and the def2-TZVPD basis

Results
SMILES string ... CCC.CCC
Orbital gap ... 11.50 eV
HOMO level ... -0.3821 Eh

Geometry as ORCA input:
```
! wB97M-V def2-TZVPD RIJCOSX def2/J DEFGRID3
* xyz 0 1
C 1.81 -1.98 1.81
C 1.11 -1.19 0.80
C 0.28 -1.84 -0.27
H 2.58 -2.49 1.23
H 2.24 -1.31 2.52
H 1.30 -2.53 2.45
H 0.17 -0.60 1.32
H 1.74 -0.40 0.36
H 0.34 -1.07 -1.11
H 0.97 -2.67 -0.63
H -0.75 -2.06 -0.04
C 0.04 1.92 -1.54
C -1.31 2.12 -0.80
C -1.96 0.96 0.00
H 0.88 2.01 -0.84
H 0.08 2.82 -2.29
H 0.20 1.01 -2.09
H -1.13 2.82 -0.05
H -2.05 2.57 -1.51
H -2.10 0.02 -0.46
H -1.32 0.64 0.82
H -2.98 1.28 0.30
*
```

Bottom line: *iii*, by a margin of 0.0062 hartree.

*i*
C6H16 | the ωB97M-V functional and the def2-TZVPD basis

Results
SMILES string ... CCC.CCC
Orbital gap ... 12.30 eV
HOMO level ... -0.4128 Eh

Geometry as ORCA input:
```
! wB97M-V def2-TZVPD RIJCOSX def2/J DEFGRID3
* xyz 0 1
C 2.06 -0.24 2.16
C 0.93 0.49 1.45
C 1.33 1.82 0.78
H 2.54 0.23 3.01
H 1.60 -1.16 2.55
H 2.89 -0.50 1.49
H 0.52 -0.16 0.68
H 0.16 0.75 2.18
H 1.42 1.88 -0.31
H 0.56 2.56 1.03
H 2.29 2.31 0.98
C -1.58 -0.38 -2.73
C -0.94 -0.57 -1.38
C -1.82 -1.12 -0.25
H -2.17 0.54 -2.77
H -2.14 -1.28 -3.03
H -0.83 -0.36 -3.52
H -0.08 -1.26 -1.41
H -0.57 0.38 -0.98
H -2.34 -1.98 -0.68
H -1.25 -1.41 0.63
H -2.54 -0.41 0.17
*
```

*ii*
C6H16 | the ωB97M-V functional and the def2-TZVPD basis

Results
SMILES string ... CC(C)C.CC
Orbital gap ... 11.57 eV
HOMO level ... -0.3869 Eh

Geometry as ORCA input:
```
! wB97M-V def2-TZVPD RIJCOSX def2/J DEFGRID3
* xyz 0 1
C 1.81 0.60 0.99
C 0.28 0.35 1.08
C -0.40 0.44 2.58
C -0.52 1.28 0.02
H 2.10 1.19 1.84
H 2.15 1.41 0.20
H 2.61 -0.10 0.80
H 0.30 -0.65 0.64
H 0.29 0.08 3.29
H -0.69 1.43 2.82
H -1.21 -0.38 2.68
H -1.23 0.54 -0.28
H -1.10 2.17 0.52
H 0.22 1.56 -0.74
C -0.68 -2.04 -1.99
C -0.49 -0.55 -2.42
H -0.86 -2.00 -0.95
H -1.58 -2.42 -2.51
H 0.18 -2.77 -2.15
H 0.03 -0.43 -3.40
H 0.28 -0.03 -1.83
H -1.46 -0.02 -2.46
*
```

Bottom line: *i*, by a margin of 0.0516 hartree.

*i*
C9H11N2S | the ωB97M-V functional and the def2-TZVPD basis

Results
Orbital gap ... 8.38 eV
HOMO level ... -0.4427 Eh

Geometry as ORCA input:
```
! wB97M-V def2-TZVPD RIJCOSX def2/J DEFGRID3
* xyz 1 1
C -4.12 0.10 -0.71
C 1.92 2.47 2.12
C -2.95 0.37 -0.56
C 1.54 1.90 1.12
C -1.62 0.51 -0.34
C -0.81 -0.66 -0.14
C 0.93 1.54 -0.18
C -1.30 -2.09 0.03
C 1.59 -1.35 0.04
N 1.78 1.68 -1.25
N 0.55 -0.27 0.26
S -0.81 2.11 -0.45
H -5.06 -0.05 -1.07
H 2.16 2.83 3.02
H -1.81 -2.32 -0.94
H -2.13 -2.21 0.82
H -0.47 -2.75 0.34
H 1.31 -2.18 -0.49
H 2.49 -0.97 -0.60
H 2.17 -1.77 0.91
H 2.76 1.72 -1.05
H 1.47 1.50 -2.17
H 0.38 -0.12 1.29
*
```

*ii*
C9H11N2S | the ωB97M-V functional and the def2-TZVPD basis

Results
Orbital gap ... 8.97 eV
HOMO level ... -0.4418 Eh

Geometry as ORCA input:
```
! wB97M-V def2-TZVPD RIJCOSX def2/J DEFGRID3
* xyz 1 1
C -2.84 -1.38 0.00
C -3.56 -0.21 0.23
C -1.42 -1.38 -0.24
C -2.86 1.07 0.17
C -0.80 -0.19 -0.17
C -1.56 0.98 -0.09
C 2.66 0.69 0.83
C 2.89 -0.15 -0.46
C 0.55 0.40 -0.05
N 1.32 0.25 1.14
N 1.51 -0.22 -1.05
S -0.22 2.10 -0.22
H -3.46 -2.25 -0.04
H -4.59 -0.35 0.50
H -0.82 -2.30 -0.37
H -3.48 2.02 0.21
H 3.42 0.40 1.66
H 2.82 1.69 0.48
H 3.50 0.37 -1.21
H 3.31 -1.13 -0.40
H 1.08 0.60 2.01
H 1.38 0.20 -1.91
H 1.18 -1.20 -1.02
*
```

Bottom line: *ii*, by a margin of 0.1600 hartree.

*i*
C4H13NO | the ωB97M-V functional and the def2-TZVPD basis

Results
SMILES string ... CC[C@H](C)N.O
Orbital gap ... 9.54 eV
HOMO level ... -0.3201 Eh

Geometry as ORCA input:
```
! wB97M-V def2-TZVPD RIJCOSX def2/J DEFGRID3
* xyz 0 1
C -1.00 0.93 -0.99
C 0.39 0.93 -0.26
C 1.06 -0.42 -0.42
C 2.16 -0.67 0.70
N 1.78 -0.44 -1.74
H -1.27 -0.07 -1.38
H -1.88 1.18 -0.40
H -1.03 1.60 -1.86
H 0.36 1.28 0.76
H 0.97 1.61 -0.89
H 0.42 -1.30 -0.42
H 3.09 -0.98 0.24
H 2.30 0.33 1.09
H 1.84 -1.51 1.31
H 2.37 0.36 -1.87
H 1.18 -0.76 -2.48
O -4.31 -0.67 2.46
H -3.82 -0.10 3.04
H -4.61 -1.31 3.12
*
```

*ii*
C4H13NO | the ωB97M-V functional and the def2-TZVPD basis

Results
SMILES string ... CC(C)CN.O
Orbital gap ... 9.86 eV
HOMO level ... -0.3298 Eh

Geometry as ORCA input:
```
! wB97M-V def2-TZVPD RIJCOSX def2/J DEFGRID3
* xyz 0 1
C 0.34 -0.51 -0.75
C 0.73 0.82 0.07
C -0.42 1.40 1.01
C 2.01 0.55 0.91
N 3.19 0.18 0.07
H 0.98 -1.37 -0.56
H 0.55 -0.26 -1.82
H -0.70 -0.81 -0.51
H 0.98 1.66 -0.62
H -1.13 0.50 1.19
H 0.05 1.77 1.90
H -0.78 2.28 0.57
H 1.68 -0.08 1.87
H 2.33 1.50 1.42
H 3.04 -0.21 -0.85
H 3.75 -0.37 0.60
O -4.81 -1.97 -1.08
H -5.12 -1.99 -2.03
H -5.47 -1.65 -0.43
*
```

Bottom line: *i*, by a margin of 0.0189 hartree.

*i*
C4H10N2 | the ωB97M-V functional and the def2-TZVPD basis

Results
SMILES string ... [H]/N=C/N.C=CC
Orbital gap ... 10.24 eV
HOMO level ... -0.3398 Eh

Geometry as ORCA input:
```
! wB97M-V def2-TZVPD RIJCOSX def2/J DEFGRID3
* xyz 0 1
H 2.00 -0.35 -1.38
N 2.63 -0.80 -0.72
C 2.82 0.02 0.24
N 3.99 -0.01 0.96
H 2.08 0.71 0.65
H 4.63 -0.72 0.61
H 3.93 0.18 1.94
C -2.04 -0.13 0.31
C -2.88 0.28 -0.63
C -4.34 0.53 -0.37
H -1.04 -0.53 0.20
H -2.35 -0.07 1.34
H -2.56 0.23 -1.66
H -4.85 -0.43 -0.42
H -4.81 1.18 -1.09
H -4.48 0.85 0.66
*
```

*ii*
C4H10N2 | the ωB97M-V functional and the def2-TZVPD basis

Results
SMILES string ... CCC/C=N/N
Orbital gap ... 9.32 eV
HOMO level ... -0.3053 Eh

Geometry as ORCA input:
```
! wB97M-V def2-TZVPD RIJCOSX def2/J DEFGRID3
* xyz 0 1
C 0.86 1.27 -0.12
C 1.48 -0.08 0.15
C 0.75 -1.20 -0.35
C -0.77 -1.19 0.21
N -1.62 -0.49 -0.46
N -2.43 0.41 0.06
H 0.43 1.44 -1.10
H 0.12 1.33 0.74
H 1.59 2.07 0.02
H 2.57 -0.13 -0.12
H 1.77 -0.24 1.20
H 1.25 -2.19 -0.18
H 0.79 -1.05 -1.39
H -0.91 -1.37 1.29
H -2.61 1.35 -0.51
H -3.26 0.06 0.55
*
```

*iii*
C4H10N2 | the ωB97M-V functional and the def2-TZVPD basis

Results
Orbital gap ... 9.25 eV
HOMO level ... -0.3042 Eh

Geometry as ORCA input:
```
! wB97M-V def2-TZVPD RIJCOSX def2/J DEFGRID3
* xyz 0 1
C -1.04 -0.11 1.07
C 0.06 0.06 -0.05
C 0.85 -1.13 -0.49
C 0.93 1.30 -0.05
N -2.10 -0.14 0.15
N -1.44 0.03 -1.15
H -0.93 -0.97 1.64
H -1.10 0.68 1.84
H 0.19 -2.03 -0.62
H 1.56 -1.59 0.16
H 1.33 -0.91 -1.47
H 1.40 1.50 -0.98
H 1.88 1.29 0.68
H 0.22 1.95 0.29
H -2.58 -0.98 0.10
H -1.56 1.02 -1.48
*
```

*iv*
C4H10N2 | the ωB97M-V functional and the def2-TZVPD basis

Results
SMILES string ... C=C(N)CCN
Orbital gap ... 10.28 eV
HOMO level ... -0.3440 Eh

Geometry as ORCA input:
```
! wB97M-V def2-TZVPD RIJCOSX def2/J DEFGRID3
* xyz 0 1
C 1.56 -1.47 -0.50
C 0.99 -0.35 -0.06
N 1.65 0.91 -0.08
C -0.28 -0.40 0.77
C -1.37 0.63 0.48
N -2.26 0.31 -0.65
H 2.62 -1.44 -0.73
H 1.06 -2.42 -0.43
H 2.00 1.31 0.78
H 1.08 1.64 -0.49
H 0.08 -0.30 1.80
H -0.74 -1.39 0.71
H -0.91 1.62 0.44
H -2.01 0.66 1.35
H -2.67 1.20 -0.91
H -1.74 0.08 -1.49
*
```

Bottom line: *iv*, by a margin of 0.0117 hartree.

*i*
C4H6N2O2 | the ωB97M-V functional and the def2-TZVPD basis

Results
Orbital gap ... 7.88 eV
HOMO level ... -0.2797 Eh

Geometry as ORCA input:
```
! wB97M-V def2-TZVPD RIJCOSX def2/J DEFGRID3
* xyz 0 1
C -1.35 0.05 -0.18
C -0.56 1.20 0.11
C 0.80 0.74 -0.05
C 0.86 -0.57 -0.20
H -2.79 0.94 0.13
H -3.12 -0.75 0.99
H -0.95 2.24 0.21
H 2.58 0.69 -0.49
H 1.67 -1.90 0.98
H 2.44 -1.71 -0.85
N -2.76 -0.21 -0.21
N 1.94 -1.27 0.16
O 1.78 1.48 -0.19
O -0.54 -0.92 -0.39
*
```

*ii*
C4H6N2O2 | the ωB97M-V functional and the def2-TZVPD basis

Results
SMILES string ... O=CN1C[C@@H]1/C=N\O
Orbital gap ... 10.00 eV
HOMO level ... -0.3530 Eh

Geometry as ORCA input:
```
! wB97M-V def2-TZVPD RIJCOSX def2/J DEFGRID3
* xyz 0 1
O 1.32 2.33 0.80
C 0.15 1.77 1.17
N 0.00 0.38 1.33
C 1.08 -0.49 1.06
C -0.22 -0.56 0.28
C 0.02 -0.13 -1.14
N -0.70 -0.53 -2.16
O -1.54 -1.45 -1.72
H -0.88 2.30 1.24
H 1.37 -1.20 1.80
H 1.96 -0.25 0.45
H -0.97 -1.24 0.55
H 0.70 0.64 -1.32
H -2.30 -1.57 -2.33
*
```

*iii*
C4H6N2O2 | the ωB97M-V functional and the def2-TZVPD basis

Results
SMILES string ... [H]/N=C1/NOC[C@H]2O[C@H]12
Orbital gap ... 9.82 eV
HOMO level ... -0.3286 Eh

Geometry as ORCA input:
```
! wB97M-V def2-TZVPD RIJCOSX def2/J DEFGRID3
* xyz 0 1
H 2.95 1.37 -0.51
N 2.40 0.33 -0.33
C 1.23 0.08 0.22
N 0.66 -1.24 -0.13
O -0.52 -1.43 0.44
C -1.59 -0.75 -0.38
C -0.94 0.62 -0.58
O -0.96 1.84 0.12
C -0.12 0.79 0.68
H 1.25 -1.85 0.37
H -2.37 -0.52 0.41
H -1.87 -1.33 -1.39
H -0.69 0.68 -1.46
H -0.38 0.37 1.72
*
```

Bottom line: *ii*, by a margin of 0.0652 hartree.

*i*
C4H6N2O2 | the ωB97M-V functional and the def2-TZVPD basis

Results
SMILES string ... CO/C=N\OCC#N
Orbital gap ... 10.67 eV
HOMO level ... -0.3634 Eh

Geometry as ORCA input:
```
! wB97M-V def2-TZVPD RIJCOSX def2/J DEFGRID3
* xyz 0 1
C -1.40 1.17 -0.34
O -0.98 0.76 -1.67
C 0.40 0.51 -1.89
N 1.18 -0.12 -1.14
O 0.55 -0.31 0.09
C 1.14 -1.13 0.99
C 0.23 -1.23 2.13
N -0.59 -1.23 2.91
H -2.37 1.81 -0.38
H -0.65 1.62 0.23
H -1.66 0.34 0.36
H 0.71 0.64 -2.95
H 1.30 -2.17 0.57
H 2.13 -0.66 1.10
*
```

*ii*
C4H6N2O2 | the ωB97M-V functional and the def2-TZVPD basis

Results
Orbital gap ... 8.14 eV
HOMO level ... -0.3276 Eh

Geometry as ORCA input:
```
! wB97M-V def2-TZVPD RIJCOSX def2/J DEFGRID3
* xyz 0 1
C -1.72 -1.36 1.68
C -0.49 -0.77 1.05
C 0.72 0.33 -0.60
C 0.62 0.96 -1.90
H -2.39 -1.98 0.79
H -1.37 -2.25 2.77
H -2.43 -0.48 2.41
H 0.41 -1.05 2.76
H -1.02 -0.18 -1.17
H 1.34 1.63 -2.35
N 0.54 -0.55 1.84
N -0.28 -0.40 -0.26
O 1.61 0.81 0.22
O -0.50 1.20 -2.42
*
```

Bottom line: *i*, by a margin of 0.0429 hartree.

*i*
C4H6N2O2 | the ωB97M-V functional and the def2-TZVPD basis

Results
Orbital gap ... 10.26 eV
HOMO level ... -0.3538 Eh

Geometry as ORCA input:
```
! wB97M-V def2-TZVPD RIJCOSX def2/J DEFGRID3
* xyz 0 1
C 0.58 -0.70 -1.09
C 1.12 1.08 0.71
N 0.21 0.11 0.14
N -1.71 -0.93 0.06
C -0.86 -0.57 1.00
C -0.68 0.03 -1.27
O -0.85 -0.42 2.20
O -1.25 0.70 -2.07
H -2.63 -1.23 0.35
H 1.41 -0.27 -1.64
H 0.61 -1.77 -0.97
H 1.91 1.35 0.00
H 0.56 1.97 1.00
H 1.60 0.65 1.59
*
```

*ii*
C4H6N2O2 | the ωB97M-V functional and the def2-TZVPD basis

Results
SMILES string ... C#CCN(C)[N+](=O)[O-]
Orbital gap ... 10.56 eV
HOMO level ... -0.3673 Eh

Geometry as ORCA input:
```
! wB97M-V def2-TZVPD RIJCOSX def2/J DEFGRID3
* xyz 0 1
C -1.26 2.72 -0.81
C -0.81 1.67 -0.36
C -0.37 0.75 0.65
N 1.03 -0.20 0.21
C 1.06 -1.64 0.24
N 2.18 0.44 -0.16
O 3.19 -0.22 -0.24
O 2.09 1.65 -0.26
H -1.54 3.48 -1.35
H -1.11 0.00 0.62
H -0.08 1.22 1.61
H 0.21 -2.03 0.80
H 1.22 -2.01 -0.79
H 1.95 -2.01 0.92
*
```

Bottom line: *i*, by a margin of 0.1614 hartree.